Density functional theory data (wB97M-V/def2-TZVPD) for a cluster of 2 separate species, C7H13N3 in total.

```
! RIJCOSX wB97M-V def2-TZVPD def2/J DEFGRID3
* xyz 0 1
N 1.15 0.11 1.74
N 2.96 -1.37 1.32
N 1.97 0.07 -0.33
C 2.03 -0.45 0.94
C -1.68 1.53 -0.92
C -0.96 0.31 -0.39
C -1.72 -0.36 0.75
C 1.03 1.10 -0.41
C -0.65 -0.72 -1.46
C 0.52 1.03 0.91
H -0.18 -0.27 -2.33
H -1.77 2.31 -0.16
H -2.70 1.25 -1.21
H -1.17 1.95 -1.78
H -1.60 -1.19 -1.78
H 2.82 -1.76 2.24
H -1.14 -1.14 1.23
H -0.14 1.76 1.35
H 2.59 -0.18 -1.09
H -0.01 -1.52 -1.08
H -2.03 0.36 1.52
H -2.63 -0.81 0.34
H 3.31 -2.01 0.63
*
```

## Properties
Orbital gap = 8.865 eV
F_max = 0.575 eV Å⁻¹

***

Density functional theory data (wB97M-V/def2-TZVPD) for a cluster of 2 separate species, C4H8O4 in total.

```
! RIJCOSX wB97M-V def2-TZVPD def2/J DEFGRID3
* xyz -2 1
O -1.29 -1.70 2.52
O -2.78 -1.73 0.90
O 1.37 -0.58 -2.86
O 2.05 1.22 -0.67
C -1.13 -0.21 0.69
C 0.88 1.43 -0.14
C -1.71 -1.40 1.37
C 0.31 0.02 0.53
H 0.76 -0.85 -0.11
H 0.18 1.73 -0.80
H -1.69 -0.03 -0.27
H 0.91 -0.04 1.44
H 1.02 -1.10 -2.21
H 1.64 0.32 -2.31
H -1.54 0.60 1.38
H 1.04 2.32 0.55
*
```

## Properties
Orbital gap = 6.713 eV
F_max = 5.307 eV Å⁻¹

***

Density functional theory data (wB97M-V/def2-TZVPD) for a cluster of 2 separate species, C11H17N4 in total.

```
! RIJCOSX wB97M-V def2-TZVPD def2/J DEFGRID3
* xyz 1 1
N 0.18 -0.63 -0.52
N -3.28 0.42 2.59
N -3.52 0.66 0.26
N -1.98 2.01 1.29
C 1.40 -1.42 -3.89
C -3.01 1.10 1.45
C 1.13 -0.97 -2.59
C 2.17 -0.48 -1.59
C 3.58 -0.45 -1.72
C -2.93 1.04 3.93
C 3.75 -0.37 0.69
C -0.06 -1.08 -1.86
C 1.59 -0.29 -0.35
C 2.41 -0.34 0.73
C 4.33 -0.39 -0.61
H 0.95 -0.72 -4.67
H 0.86 -2.37 -4.21
H 4.35 -0.37 1.52
H -4.01 -0.27 0.16
H -1.85 2.63 0.46
H 4.16 -0.63 -2.55
H 1.86 -0.20 1.75
H -3.69 1.15 -0.58
H -3.56 2.10 4.09
H -4.15 -0.08 2.51
H -1.91 0.94 4.11
H -0.57 -0.36 -0.01
H -3.47 0.18 4.63
H 2.42 -1.56 -4.31
H -1.55 2.33 1.97
H 5.38 -0.16 -0.65
H -0.96 -1.43 -2.03
*
```

## Properties
Orbital gap = 6.343 eV
F_max = 9.814 eV Å⁻¹

***

Density functional theory data (wB97M-V/def2-TZVPD) for a cluster of 2 separate species, C6H10ClNO2 in total.

```
! RIJCOSX wB97M-V def2-TZVPD def2/J DEFGRID3
* xyz 0 1
Cl -1.67 -1.84 -2.64
O -2.82 0.05 -0.81
O -1.35 1.61 -1.60
N -0.25 -0.44 0.38
C 1.27 1.32 0.44
C 1.15 -0.18 0.36
C -0.11 1.83 0.87
C -0.77 -1.63 0.15
C -1.76 0.84 -0.79
C -1.07 0.69 0.65
H 1.76 -0.64 -0.46
H -0.17 2.49 1.73
H -1.89 -1.63 0.21
H -2.71 -0.63 -1.59
H 1.45 1.75 -0.62
H -0.11 -2.48 0.03
H -0.40 2.52 0.07
H 1.61 -0.57 1.27
H 2.21 1.71 0.93
H -1.88 0.61 1.49
*
```

## Properties
Orbital gap (spin up / spin down) = 7.951 / 7.950 eV
F_max = 4.210 eV Å⁻¹

***

Density functional theory data (wB97M-V/def2-TZVPD) for an isolated molecule of C18H14F2N2O2.

```
! RIJCOSX wB97M-V def2-TZVPD def2/J DEFGRID3
* xyz 0 1
F -5.25 0.27 -0.49
F 3.14 -0.46 -2.86
O -4.62 1.35 1.88
O 3.04 1.50 -4.94
N -0.46 -1.37 2.09
N 0.55 -0.58 0.22
C -0.34 -1.78 3.52
C 0.74 1.88 -1.45
C 1.62 2.81 -3.56
C -1.77 -1.04 1.57
C 2.39 0.67 -2.67
C 1.60 0.74 -1.55
C -2.69 -0.11 2.11
C -3.23 -1.26 -0.42
C -4.15 -0.29 0.14
C 0.71 -1.10 1.47
C 1.65 -0.21 -0.39
C 2.35 1.60 -3.74
C 0.79 2.87 -2.42
C -2.08 -1.63 0.30
C 3.18 -1.09 1.35
C 3.01 -0.44 0.17
C 1.98 -1.46 1.95
C -3.80 0.34 1.40
H -5.39 1.31 1.28
H 0.50 -1.10 3.99
H -3.51 -1.59 -1.44
H 1.58 3.55 -4.34
H 0.13 3.74 -2.30
H 3.44 0.61 -5.06
H -2.53 0.37 3.09
H -0.03 -2.77 3.52
H -1.25 -1.83 4.08
H -1.39 -2.24 -0.31
H 4.14 -1.27 1.81
H 3.91 0.02 -0.17
H 0.01 2.03 -0.66
H 2.05 -2.04 2.85
*
```

## Properties
Orbital gap = 8.258 eV
F_max = 3.496 eV Å⁻¹
SMILES string = CN(c1ccc(F)c(O)c1)c1cccc(-c2cccc(O)c2F)n1

***

Density functional theory data (wB97M-V/def2-TZVPD) for an isolated molecule of C2H5N3O3.

```
! RIJCOSX wB97M-V def2-TZVPD def2/J DEFGRID3
* xyz 0 1
O -0.33 1.56 0.13
O -1.60 0.35 -1.57
O -0.20 -1.00 -0.10
N 0.91 -0.72 0.66
N 0.19 1.46 1.47
N -0.63 -0.22 -2.20
C 0.63 0.30 1.62
C 0.13 -1.04 -1.47
H 1.20 -1.64 1.01
H -0.72 2.50 0.22
H -1.41 0.14 -0.55
H 0.89 0.07 2.71
H 0.94 -1.78 -1.93
*
```

## Properties
Orbital gap = 9.638 eV
F_max = 5.684 eV Å⁻¹
SMILES string = O/N=C\NO/C=N\O

***

Density functional theory data (wB97M-V/def2-TZVPD) for a cluster of 2 separate species, C3H4O3 in total.

```
! RIJCOSX wB97M-V def2-TZVPD def2/J DEFGRID3
* xyz 0 1
O 2.02 1.25 -0.02
O -2.04 -1.49 -0.39
O -0.05 1.26 -0.55
C -0.26 0.09 -0.17
C -1.71 -0.36 -0.15
C 0.70 -0.77 0.36
H -2.43 0.46 0.05
H 1.40 -0.31 1.04
H 1.77 2.06 -0.49
H 0.57 -1.84 0.34
*
```

## Properties
Orbital gap (spin up / spin down) = 8.916 / 8.084 eV
F_max = 1.747 eV Å⁻¹

***

Density functional theory data (wB97M-V/def2-TZVPD) for the ion C5H7Br3N2 with charge +2.

```
! RIJCOSX wB97M-V def2-TZVPD def2/J DEFGRID3
* xyz 2 1
Br 1.18 -3.07 -2.36
Br 2.45 1.31 1.08
Br -2.06 -2.50 -0.18
N 1.47 -0.58 -0.83
N -0.25 0.28 0.43
C 1.09 0.25 0.16
C -0.50 -1.80 -0.57
C -0.54 0.69 1.77
C 0.69 -1.69 -1.20
C -0.84 1.14 -0.65
H 2.32 -0.44 -1.32
H -0.43 1.76 1.84
H -0.50 2.28 -0.68
H -1.63 0.42 2.07
H -0.56 0.66 -1.62
H 0.07 0.12 2.47
H -1.97 1.17 -0.41
*
```

## Properties
Orbital gap = 7.362 eV
F_max = 3.670 eV Å⁻¹

***

Density functional theory data (wB97M-V/def2-TZVPD) for an isolated molecule of C20H28N2O6.

```
! RIJCOSX wB97M-V def2-TZVPD def2/J DEFGRID3
* xyz 0 1
O 2.67 0.77 4.37
O -0.39 0.53 -3.32
O -2.83 -1.30 -1.88
O 2.39 3.00 4.47
O -1.21 2.43 -0.75
O -2.43 -1.58 -4.08
N 0.38 -1.85 -1.30
N 0.46 0.46 1.19
C 1.68 -0.19 1.64
C 1.27 2.69 1.84
C 2.55 1.84 3.83
C 2.59 2.07 2.33
C 0.11 -2.44 -2.58
C 2.29 2.94 5.90
C -0.38 0.46 -2.11
C 0.09 -0.54 -1.14
C -0.63 1.38 -0.94
C -3.76 -0.60 -5.82
C -3.21 -0.43 -4.41
C 0.14 1.66 1.94
C 2.87 0.77 1.57
C -1.61 -3.78 -1.30
C 0.05 0.39 -0.09
C -0.33 -4.08 -0.53
C 0.39 -2.78 -0.18
C -2.29 -1.88 -2.79
C -1.32 -3.04 -2.61
C 0.87 2.61 6.35
H 0.85 -3.23 -2.77
H -2.55 0.44 -4.35
H -0.56 -4.62 0.39
H -2.24 -3.14 -0.68
H 1.54 -0.51 2.68
H -4.01 -0.31 -3.67
H 0.61 1.61 6.02
H 0.81 2.66 7.43
H 2.59 3.94 6.24
H -0.78 2.08 1.55
H -0.01 1.37 2.98
H -0.11 -2.31 0.67
H 3.75 0.28 1.99
H -1.40 -3.69 -3.49
H 3.07 1.01 0.52
H 1.43 -3.01 0.10
H 0.32 -4.73 -1.13
H 1.88 -1.06 1.02
H -4.41 -1.47 -5.87
H -4.33 0.28 -6.09
H 1.38 3.00 0.80
H 0.21 -1.68 -3.36
H 3.40 2.79 2.15
H -2.94 -0.73 -6.52
H 0.17 3.32 5.92
H 2.99 2.20 6.27
H 1.03 3.56 2.44
H -2.16 -4.70 -1.50
*
```

## Properties
Orbital gap = 8.158 eV
F_max = 0.801 eV Å⁻¹
SMILES string = CCOC(=O)C1CCN(c2c(N3CCC[C@@H](C(=O)OCC)C3)c(=O)c2=O)CC1

***

Density functional theory data (wB97M-V/def2-TZVPD) for an isolated molecule of C4H6N2O.

```
! RIJCOSX wB97M-V def2-TZVPD def2/J DEFGRID3
* xyz 0 1
O -0.82 1.36 -3.30
N -0.31 0.42 0.96
N -1.20 0.59 -0.11
C -0.64 0.23 -2.53
C 0.48 -0.62 0.92
C -0.76 0.32 -1.23
C 1.00 -0.98 2.25
H -0.66 0.87 1.82
H 0.58 -0.38 3.07
H 2.09 -0.89 2.23
H -0.01 1.85 -3.49
H -0.49 -0.73 -3.01
H 0.76 -2.04 2.42
*
```

## Properties
Orbital gap = 9.117 eV
F_max = 1.098 eV Å⁻¹

***

Density functional theory data (wB97M-V/def2-TZVPD) for an isolated molecule of C3H6O2.

```
! RIJCOSX wB97M-V def2-TZVPD def2/J DEFGRID3
* xyz 0 1
O -0.13 -1.21 0.65
O 1.51 -2.06 -0.83
C -0.68 0.99 -0.33
C 0.29 -0.02 0.01
C 0.30 -1.36 -0.60
H -1.57 0.45 -0.67
H -0.38 -1.43 -1.42
H 2.06 -2.26 -0.06
H -0.15 1.45 -1.14
H 1.20 0.27 0.53
H -0.73 1.53 0.55
*
```

## Properties
Orbital gap = 10.608 eV
F_max = 3.628 eV Å⁻¹
SMILES string = C[C@H]1O[C@@H]1O

***

Density functional theory data (wB97M-V/def2-TZVPD) for a cluster of 3 separate species, C19H40NO8P in total.

```
! RIJCOSX wB97M-V def2-TZVPD def2/J DEFGRID3
* xyz 0 1
P 2.31 -1.43 3.71
O 0.39 -2.87 2.69
O -5.37 0.92 1.16
O 4.36 -1.93 -3.76
O -0.13 -0.72 2.48
O -5.22 -0.55 -0.45
O -0.91 0.58 0.78
O 5.49 -0.06 -3.59
O 3.39 -2.36 3.38
N 1.50 0.71 -0.54
C 0.05 4.08 2.38
C 5.53 -1.25 -3.77
C -1.50 -0.55 0.12
C -2.63 -1.32 -1.97
C 4.58 -4.23 -2.95
C 4.27 -3.32 -4.12
C 1.40 -0.09 0.66
C 2.68 0.34 -1.32
C -2.15 -0.12 -1.17
C -6.04 2.00 1.83
C 2.13 3.20 1.25
C -5.90 0.27 0.11
C 0.23 0.36 1.53
C -7.00 1.50 2.89
C 0.70 -1.72 2.80
C -7.34 0.52 -0.29
C 6.83 -1.99 -3.94
C 0.44 1.62 2.34
C 0.65 2.93 1.56
H -1.78 -1.82 -2.45
H -1.43 0.44 -1.78
H 3.57 0.49 -0.72
H 1.30 1.47 3.00
H -2.25 -0.99 0.78
H 2.65 -0.71 -1.64
H 2.60 -0.07 3.52
H 3.23 -3.44 -4.42
H -7.96 -0.21 0.22
H 2.36 2.97 0.21
H 6.76 -2.92 -4.50
H 2.38 4.25 1.43
H 0.67 0.54 -1.10
H 3.93 -4.01 -2.11
H 4.43 -5.27 -3.25
H 2.79 2.59 1.86
H -7.42 0.36 -1.36
H -2.97 0.56 -0.95
H -0.45 1.69 2.97
H -1.01 3.93 2.56
H 1.83 -1.46 5.03
H 4.88 -3.53 -4.99
H 2.33 0.04 1.22
H -3.33 -1.03 -2.75
H 7.22 -2.22 -2.94
H 2.74 0.95 -2.21
H -7.71 1.51 -0.04
H -5.23 2.56 2.29
H 0.18 5.03 1.86
H -7.44 2.34 3.42
H 5.62 -4.12 -2.63
H -7.82 0.92 2.45
H -0.75 -1.33 -0.07
H 0.10 2.85 0.62
H 7.53 -1.33 -4.43
H -6.48 0.86 3.60
H 0.55 4.16 3.35
H 1.30 -1.17 0.44
H -3.12 -2.06 -1.34
H -6.52 2.65 1.11
*
```

## Properties
Orbital gap = 9.613 eV
F_max = 0.327 eV Å⁻¹
SMILES string = CCCO[C@@](CNC)(CC(C)C)OC(=O)[PH2]=O.CCOC(C)=O.CCOC(C)=O

***

Density functional theory data (wB97M-V/def2-TZVPD) for a structure of composition Ba5O8P2Pb.

```
! RIJCOSX wB97M-V def2-TZVPD def2/J DEFGRID3
* xyz 6 1
Pb -0.61 -4.55 1.41
Ba -1.97 -2.33 -3.88
Ba -2.18 1.65 -0.52
Ba 0.13 -0.92 2.22
Ba 2.80 4.18 2.73
Ba 1.92 -0.16 -1.44
P -0.86 -1.58 -0.81
P 0.77 2.12 0.67
O 1.08 1.63 2.08
O -0.34 3.16 0.59
O -0.87 -0.47 -1.87
O 0.62 -1.76 -0.26
O -1.18 -3.00 -1.34
O -1.62 -1.17 0.43
O 0.14 0.83 -0.06
O 2.18 2.38 0.06
*
```

## Properties
Orbital gap = 3.589 eV
F_max = 2.950 eV Å⁻¹

***

Density functional theory data (wB97M-V/def2-TZVPD) for a structure of composition C15H33BrCl8O7P2Si2.

```
! RIJCOSX wB97M-V def2-TZVPD def2/J DEFGRID3
* xyz 0 1
Br 1.96 -1.12 -1.09
Cl 2.88 -12.20 -0.01
Cl 3.54 -7.43 -1.82
Cl 1.60 -9.63 0.56
Cl -3.75 9.64 3.92
Cl 0.38 8.28 2.59
Cl 3.23 8.73 2.06
Cl 3.07 -4.58 -1.34
Cl -2.11 10.89 6.01
P -1.58 0.37 -3.06
P -1.36 -3.22 -1.77
Si 0.51 -0.27 0.39
Si -1.78 -1.04 -1.35
O 0.24 4.59 0.57
O -5.33 -1.81 0.58
O -0.43 -3.74 -0.49
O -1.09 -0.49 0.08
O -0.51 0.15 3.45
O 2.23 4.83 -0.44
O -1.11 -2.00 3.09
C 2.04 1.98 1.29
C 3.49 -6.14 -0.62
C -0.24 -3.24 -3.25
C 0.76 1.58 0.58
C 1.59 4.35 0.47
C 0.16 0.72 -3.54
C -3.63 -1.03 -1.00
C -2.31 -0.42 -4.56
C 0.86 -1.15 2.01
C 2.21 3.50 1.54
C -3.93 -1.72 0.31
C -0.34 -1.08 2.90
C 2.33 -10.66 -0.67
C 1.73 8.01 1.47
C -2.29 9.52 4.91
H 0.14 -2.26 -3.52
H 0.61 -0.08 -4.12
H 2.91 1.60 0.76
H -3.53 -2.73 0.30
H 1.48 8.45 0.51
H 1.58 -10.86 -1.43
H -3.94 0.01 -0.99
H 4.47 -6.05 -0.16
H -0.79 -3.70 -4.06
H 1.78 3.76 2.50
H 3.27 3.73 1.53
H -4.13 -1.53 -1.84
H -1.42 0.16 3.78
H -3.46 -1.18 1.12
H 3.17 -10.14 -1.10
H -3.12 -1.08 -4.28
H 2.74 -6.39 0.13
H 1.76 -0.77 2.47
H -5.79 -1.50 -0.19
H -2.70 0.34 -5.22
H -1.43 9.49 4.25
H 0.59 -3.90 -3.02
H 0.79 0.95 -2.70
H -0.22 4.07 -0.08
H 0.69 2.02 -0.42
H -2.35 8.61 5.49
H 1.03 -2.19 1.77
H 1.87 6.94 1.36
H -1.56 -1.01 -5.08
H 0.14 1.60 -4.18
H -0.09 1.92 1.15
H 0.46 -3.95 -0.76
H 2.04 1.53 2.28
*
```

## Properties
Orbital gap = 7.812 eV
F_max = 1.818 eV Å⁻¹

***

Density functional theory data (wB97M-V/def2-TZVPD) for a cluster of 2 separate species, Cl2O4P in total.

```
! RIJCOSX wB97M-V def2-TZVPD def2/J DEFGRID3
* xyz -1 1
Cl 2.44 0.00 0.15
Cl -1.64 2.15 0.00
P -0.32 -0.72 -0.12
O -1.29 -1.39 0.76
O -0.11 -0.84 -1.57
O -0.12 1.62 0.09
O 1.04 -0.83 0.69
*
```

## Properties
Orbital gap = 7.626 eV
F_max = 3.305 eV Å⁻¹

***

Density functional theory data (wB97M-V/def2-TZVPD) for a cluster of 11 separate species, C3H26O11 in total.

```
! RIJCOSX wB97M-V def2-TZVPD def2/J DEFGRID3
* xyz 0 1
O -1.60 1.54 2.93
O 0.84 -0.23 2.75
O -3.89 0.15 -1.47
O -1.73 2.18 -1.76
O 0.41 -0.58 -0.05
O 0.05 -4.34 -0.34
O 3.26 -1.99 1.65
O -0.93 -0.14 -3.34
O 2.98 1.60 2.51
O -0.47 2.23 0.57
O -3.39 -0.55 0.98
C 2.76 0.33 -2.55
C 2.06 0.28 -1.36
C 1.36 -0.98 -0.98
H 3.06 -0.63 -3.07
H -1.19 2.22 3.34
H 0.81 -1.47 -1.78
H -1.55 3.15 -1.57
H 2.32 -1.71 1.58
H 0.22 0.60 2.92
H -4.23 0.37 -0.58
H -1.18 2.36 -0.02
H -1.07 0.79 -3.02
H -2.56 2.17 -1.82
H 3.23 -2.22 2.58
H -0.17 1.30 0.47
H 2.76 0.91 3.12
H -0.43 -0.12 -4.16
H 3.28 1.05 1.80
H 3.31 1.08 -3.04
H -0.60 -4.18 0.36
H -0.42 -0.94 -0.38
H -4.05 0.05 1.42
H -4.47 -0.64 -1.67
H -1.62 1.66 2.06
H 0.71 -0.24 1.82
H 2.08 -1.65 -0.48
H 0.88 -3.88 -0.22
H -2.68 -0.66 1.49
H 1.85 1.14 -0.67
*
```

## Properties
Orbital gap = 9.554 eV
F_max = 11.827 eV Å⁻¹
SMILES string = C=CCO.O.O.O.O.O.O.O.O.O.O